Run i
DFT (ωB97M-V/def2-TZVPD) results for a cluster of 2 separate species, C3HO3 in total.

Values from the calculation:
Total charge ... -1
LUMO level (spin up / spin down) ... 3.19 / 3.28 eV
Kohn-Sham gap (spin up / spin down) ... 8.487 / 8.423 eV

Bonds (Å) are listed after each position.
Atoms and positions in Å:
1 C -0.155 0.605 0.014  C2 1.207, C3 1.772
2 C 0.537 1.594 0.017  C1 1.207, H7 1.010
3 C -0.114 -1.164 0.103  C1 1.772, O4 1.192, O6 1.200
4 O 0.324 -1.426 1.180  C3 1.192
5 O -1.980 -0.207 0.062  no bonds
6 O 0.063 -1.513 -1.030  C3 1.200
7 H 1.325 2.111 -0.347  C2 1.010

Run ii
DFT (ωB97M-V/def2-TZVPD) results for a cluster of 2 separate species, C3HO3 in total.

Values from the calculation:
Total charge ... -1
LUMO level (spin up / spin down) ... 4.39 / 4.39 eV
Kohn-Sham gap (spin up / spin down) ... 6.977 / 6.994 eV

Bonds (Å) are listed after each position.
Atoms and positions in Å:
1 C -0.178 -0.191 -1.341  C2 1.404, O6 1.498
2 C -0.410 -1.253 -0.453  C1 1.404, O5 1.207, O6 1.346
3 C 0.623 1.203 0.508  O4 1.204, H7 1.121
4 O -0.083 1.784 1.291  C3 1.204
5 O -0.164 -2.210 0.239  C2 1.207
6 O -1.526 -0.604 -0.834  C1 1.498, C2 1.346
7 H 1.738 1.271 0.590  C3 1.121

Which of them is most stable? Easy: run ii.

Run i
DFT (ωB97M-V/def2-TZVPD) results for an isolated molecule of C23H22N2O7S.

Values from the calculation:
LUMO level ... 0.62 eV
Kohn-Sham gap ... 8.432 eV
SMILES ... COc1ccc(S(=O)(=O)N(CC(=O)Nc2ccc3c(c2)OCO3)c2ccccc2OC)cc1

Bonds (Å) are listed after each position.
Atoms and positions in Å:
1 C -4.111 -2.832 0.277  O2 1.409, H34 1.089, H35 1.094, H36 1.093
2 O -2.981 -2.465 1.034  C1 1.409, C3 1.352
3 C -1.940 -1.869 0.410  O2 1.352, C4 1.393, C33 1.399
4 C -1.859 -1.630 -0.960  C3 1.393, C5 1.385, H37 1.078
5 C -0.749 -0.985 -1.478  C4 1.385, C6 1.380, H38 1.079
6 C 0.279 -0.588 -0.646  C5 1.380, S7 1.792, C32 1.384
7 S 1.592 0.378 -1.390  C6 1.792, O8 1.449, O9 1.429, N10 1.682
8 O 0.931 1.438 -2.126  S7 1.449
9 O 2.491 -0.434 -2.148  S7 1.429
10 N 2.396 1.107 -0.105  S7 1.682, C11 1.452, C24 1.405
11 C 1.895 2.396 0.337  N10 1.452, C12 1.537, H39 1.091, H40 1.097
12 C 0.514 2.202 0.983  C11 1.537, O13 1.212, N14 1.355
13 O 0.383 2.073 2.181  C12 1.212
14 N -0.487 2.195 0.070  C12 1.355, C15 1.398, H41 1.021
15 C -1.816 1.797 0.242  N14 1.398, C16 1.389, C20 1.403
16 C -2.371 1.517 1.485  C15 1.389, C17 1.392, H42 1.076
17 C -3.688 1.084 1.606  C16 1.392, C18 1.372, H43 1.076
18 C -4.423 0.954 0.454  C17 1.372, C19 1.396, O23 1.376
19 C -3.871 1.243 -0.794  C18 1.396, C20 1.370, O21 1.372
20 C -2.575 1.663 -0.931  C15 1.403, C19 1.370, H44 1.077
21 O -4.808 1.016 -1.771  C19 1.372, C22 1.411
22 C -5.990 0.654 -1.091  O21 1.411, O23 1.410, H45 1.104, H46 1.101
23 O -5.724 0.537 0.289  C18 1.376, C22 1.410
24 C 3.751 0.773 0.062  N10 1.405, C25 1.386, C29 1.406
25 C 4.767 1.715 0.037  C24 1.386, C26 1.386, H47 1.079
26 C 6.091 1.325 0.162  C25 1.386, C27 1.380, H48 1.079
27 C 6.404 -0.014 0.284  C26 1.380, C28 1.386, H49 1.079
28 C 5.399 -0.968 0.307  C27 1.386, C29 1.387, H50 1.078
29 C 4.068 -0.588 0.218  C24 1.406, C28 1.387, O30 1.363
30 O 3.008 -1.440 0.302  C29 1.363, C31 1.409
31 C 3.234 -2.812 0.078  O30 1.409, H51 1.093, H52 1.089, H53 1.095
32 C 0.221 -0.837 0.714  C6 1.384, C33 1.377, H54 1.076
33 C -0.881 -1.476 1.237  C3 1.399, C32 1.377, H55 1.078
34 H -4.816 -3.255 0.990  C1 1.089
35 H -3.862 -3.585 -0.478  C1 1.094
36 H -4.565 -1.964 -0.207  C1 1.093
37 H -2.653 -1.924 -1.627  C4 1.078
38 H -0.678 -0.773 -2.533  C5 1.079
39 H 2.569 2.779 1.106  C11 1.091
40 H 1.833 3.102 -0.499  C11 1.097
41 H -0.188 2.230 -0.905  N14 1.021
42 H -1.763 1.629 2.366  C16 1.076
43 H -4.114 0.856 2.568  C17 1.076
44 H -2.147 1.871 -1.898  C20 1.077
45 H -6.762 1.426 -1.255  C22 1.104
46 H -6.359 -0.308 -1.480  C22 1.101
47 H 4.525 2.758 -0.098  C25 1.079
48 H 6.871 2.069 0.144  C26 1.079
49 H 7.434 -0.327 0.363  C27 1.079
50 H 5.660 -2.010 0.408  C28 1.078
51 H 3.749 -2.973 -0.872  C31 1.093
52 H 2.245 -3.266 0.036  C31 1.089
53 H 3.806 -3.265 0.895  C31 1.095
54 H 1.028 -0.526 1.355  C32 1.076
55 H -0.960 -1.671 2.294  C33 1.078

Run ii
DFT (ωB97M-V/def2-TZVPD) results for an isolated molecule of C23H22N2O7S.

Values from the calculation:
LUMO level ... -0.44 eV
Kohn-Sham gap ... 8.491 eV
SMILES ... CCN(C(=O)COC(=O)c1ccc(N2C(=O)c3ccccc3C2=O)cc1)[C@@H]1CCS(=O)(=O)C1

Bonds (Å) are listed after each position.
Atoms and positions in Å:
1 C -4.633 -0.028 -3.036  C2 1.529, H34 1.087, H35 1.087, H36 1.088
2 C -3.433 -0.139 -2.095  C1 1.529, N3 1.457, H37 1.088, H38 1.091
3 N -3.870 -0.273 -0.712  C2 1.457, C4 1.356, C27 1.461
4 C -4.241 0.810 0.016  N3 1.356, O5 1.213, C6 1.537
5 O -4.970 0.770 0.984  C4 1.213
6 C -3.673 2.163 -0.442  C4 1.537, O7 1.419, H39 1.093, H40 1.095
7 O -2.264 2.074 -0.581  C6 1.419, C8 1.355
8 C -1.523 2.422 0.498  O7 1.355, O9 1.201, C10 1.480
9 O -1.966 3.031 1.434  C8 1.201
10 C -0.114 1.992 0.353  C8 1.480, C11 1.391, C26 1.392
11 C 0.374 1.427 -0.820  C10 1.391, C12 1.380, H41 1.078
12 C 1.675 0.971 -0.885  C11 1.380, C13 1.391, H42 1.078
13 C 2.495 1.060 0.236  C12 1.391, N14 1.414, C25 1.391
14 N 3.816 0.559 0.178  C13 1.414, C15 1.398, C23 1.399
15 C 4.166 -0.633 -0.463  N14 1.398, O16 1.203, C17 1.482
16 O 3.412 -1.365 -1.049  C15 1.203
17 C 5.626 -0.781 -0.254  C15 1.482, C18 1.380, C22 1.396
18 C 6.493 -1.772 -0.664  C17 1.380, C19 1.391, H43 1.079
19 C 7.833 -1.640 -0.315  C18 1.391, C20 1.387, H44 1.080
20 C 8.281 -0.551 0.418  C19 1.387, C21 1.391, H45 1.080
21 C 7.405 0.448 0.830  C20 1.391, C22 1.379, H46 1.079
22 C 6.076 0.314 0.485  C17 1.396, C21 1.379, C23 1.482
23 C 4.916 1.191 0.770  N14 1.399, C22 1.482, O24 1.202
24 O 4.890 2.238 1.360  C23 1.202
25 C 2.017 1.631 1.411  C13 1.391, C26 1.380, H47 1.078
26 C 0.721 2.100 1.462  C10 1.392, C25 1.380, H48 1.078
27 C -3.924 -1.656 -0.244  N3 1.461, C28 1.541, C33 1.525, H49 1.099
28 C -4.708 -1.918 1.057  C27 1.541, C29 1.520, H50 1.089, H51 1.092
29 C -3.903 -1.468 2.265  C28 1.520, S30 1.820, H52 1.085, H53 1.084
30 S -2.189 -1.360 1.659  C29 1.820, O31 1.436, O32 1.437, C33 1.826
31 O -1.797 0.004 1.438  S30 1.436
32 O -1.309 -2.175 2.452  S30 1.437
33 C -2.506 -2.139 0.038  C27 1.525, S30 1.826, H54 1.085, H55 1.084
34 H -5.241 0.838 -2.786  C1 1.087
35 H -4.290 0.071 -4.062  C1 1.087
36 H -5.261 -0.913 -2.966  C1 1.088
37 H -2.786 0.729 -2.199  C2 1.088
38 H -2.848 -1.020 -2.365  C2 1.091
39 H -4.088 2.488 -1.399  C6 1.093
40 H -3.923 2.889 0.338  C6 1.095
41 H -0.265 1.350 -1.686  C11 1.078
42 H 2.053 0.533 -1.795  C12 1.078
43 H 6.137 -2.616 -1.234  C18 1.079
44 H 8.538 -2.399 -0.621  C19 1.080
45 H 9.327 -0.477 0.673  C20 1.080
46 H 7.744 1.298 1.401  C21 1.079
47 H 2.657 1.702 2.275  C25 1.078
48 H 0.324 2.535 2.365  C26 1.078
49 H -4.390 -2.246 -1.044  C27 1.099
50 H -5.670 -1.410 1.025  C28 1.089
51 H -4.882 -2.995 1.104  C28 1.092
52 H -4.193 -0.479 2.605  C29 1.085
53 H -3.914 -2.180 3.083  C29 1.084
54 H -2.447 -3.215 0.164  C33 1.085
55 H -1.756 -1.788 -0.661  C33 1.084

Which of them is most stable? Easy: run ii.

Run i
DFT (ωB97M-V/def2-TZVPD) results for a cluster of 2 separate species, CH4OS3 in total.

Values from the calculation:
LUMO level (spin up / spin down) ... -3.48 / -3.48 eV
Kohn-Sham gap (spin up / spin down) ... 5.621 / 5.606 eV

Bonds (Å) are listed after each position.
Atoms and positions in Å:
1 C 1.131 1.059 0.816  S4 1.783, H6 1.111, H7 1.051, H8 1.231
2 O -0.815 -1.353 0.527  S5 1.449
3 S -2.865 -1.288 -1.525  S5 2.013
4 S 1.039 1.164 -0.962  C1 1.783
5 S -1.020 -0.884 -0.829  O2 1.449, S3 2.013, H9 1.319
6 H 0.458 1.931 0.961  C1 1.111
7 H 1.992 1.104 1.417  C1 1.051
8 H 0.526 0.056 1.194  C1 1.231
9 H -0.447 -1.789 -1.600  S5 1.319

Run ii
DFT (ωB97M-V/def2-TZVPD) results for an isolated molecule of CH4OS3.

Values from the calculation:
LUMO level ... -0.42 eV
Kohn-Sham gap ... 8.973 eV
SMILES ... CS[S@H](=O)=S

Bonds (Å) are listed after each position.
Atoms and positions in Å:
1 C 1.422 -0.480 0.172  S2 1.805, H6 1.089, H7 1.087, H8 1.082
2 S 0.498 0.118 -1.259  C1 1.805, S3 2.143
3 S -1.325 0.479 -0.193  S2 2.143, O4 1.437, S5 1.934, H9 1.405
4 O -0.989 1.354 0.897  S3 1.437
5 S -2.523 -0.983 0.217  S3 1.934
6 H 1.217 -1.541 0.298  C1 1.089
7 H 1.096 0.076 1.048  C1 1.087
8 H 2.480 -0.327 0.007  C1 1.082
9 H -1.876 1.306 -1.186  S3 1.405

Which of them is most stable? Easy: run ii.

Run i
DFT (ωB97M-V/def2-TZVPD) results for a cluster of 2 separate species, C4H10NS in total.

Values from the calculation:
Total charge ... +1
LUMO level (spin up / spin down) ... -4.20 / -4.20 eV
Kohn-Sham gap (spin up / spin down) ... 8.915 / 8.916 eV

Bonds (Å) are listed after each position.
Atoms and positions in Å:
1 C 0.418 2.230 0.331  C2 1.290, H7 1.106, H8 1.069
2 C -0.106 1.111 -0.038  C1 1.290, C4 1.421
3 C 0.821 -0.731 1.326  N5 1.457, H9 1.123, H10 1.152
4 C -0.859 0.607 -1.132  C2 1.421, S6 1.905, H11 1.078, H12 1.115
5 N -0.094 -1.808 0.972  C3 1.457, H13 1.027, H14 1.024, H15 1.089
6 S 0.138 -0.701 -2.095  C4 1.905, H16 1.277
7 H 0.146 3.062 -0.346  C1 1.106
8 H 1.202 2.295 1.055  C1 1.069
9 H 0.714 -0.395 2.393  C3 1.123
10 H 1.875 -0.746 0.863  C3 1.152
11 H -1.056 1.393 -1.843  C4 1.078
12 H -1.867 0.157 -0.977  C4 1.115
13 H -0.144 -2.073 -0.020  N5 1.027
14 H -1.089 -1.630 1.137  N5 1.024
15 H 0.177 -2.734 1.476  N5 1.089
16 H -0.276 -0.035 -3.102  S6 1.277

Run ii
DFT (ωB97M-V/def2-TZVPD) results for a cluster of 2 separate species, C4H10NS in total.

Values from the calculation:
Total charge ... +1
LUMO level (spin up / spin down) ... -6.59 / -6.59 eV
Kohn-Sham gap (spin up / spin down) ... 6.787 / 6.800 eV

Bonds (Å) are listed after each position.
Atoms and positions in Å:
1 C -0.420 -0.543 0.108  N5 1.248, H7 1.027
2 C -2.514 0.422 -0.444  N5 1.491, H8 1.131, H9 1.142, H10 1.050
3 C -0.430 1.804 -0.365  N5 1.462, H11 1.157, H12 1.100, H13 1.107
4 C 2.868 -1.833 0.685  S6 1.732, H14 1.162, H15 1.103, H16 1.067
5 N -1.036 0.477 -0.262  C1 1.248, C2 1.491, C3 1.462
6 S 2.422 -0.284 0.052  C4 1.732
7 H -0.718 -1.526 0.138  C1 1.027
8 H -2.915 1.285 0.168  C2 1.131
9 H -2.936 -0.555 -0.030  C2 1.142
10 H -2.872 0.841 -1.338  C2 1.050
11 H 0.710 1.724 -0.549  C3 1.157
12 H -0.400 2.212 0.656  C3 1.100
13 H -0.737 2.411 -1.238  C3 1.107
14 H 3.074 -2.571 -0.189  C4 1.162
15 H 2.117 -2.192 1.408  C4 1.103
16 H 3.788 -1.669 1.201  C4 1.067

Which of them is most stable? Easy: run i.